This record from the Open Molecules 2025 dataset describes a 8-piece molecular cluster, C35H83N3O8 overall. The level of theory is the ωB97M-V functional and the def2-TZVPD basis.

Summary:
Largest force on an atom = 4.293 eV Å⁻¹
SMILES = CC1(C)CCCC(C)(C)N1O.CC1(C)CCCC(C)(C)N1O.CC1(C)CCCC(C)(C)N1O.CCO.CCO.CCO.CO.CO
Energy = -2149.27239 a.u.
ΔE to the lowest compared entry with this formula, charge and spin = 82.4 kcal/mol
Gap between HOMO and LUMO = 8.288 eV

Positions of all 129 atoms, in Å:
H (-5.68, -1.97, 5.32)
H (6.36, 2.41, -0.74)
H (-6.09, -2.00, 3.64)
H (-6.22, -0.48, 4.54)
C (5.22, 0.40, 1.54)
H (3.64, -0.61, 0.34)
C (6.44, 0.09, 0.59)
H (-2.39, -4.30, -1.94)
H (-0.83, -2.21, -5.55)
H (-0.77, 1.21, 3.85)
C (-1.28, -3.48, -3.75)
C (6.29, 3.46, 2.51)
C (1.39, -6.06, -4.24)
H (-5.94, 0.48, 1.75)
C (0.76, 3.96, -2.87)
H (-3.44, 5.87, -0.35)
C (-3.23, 1.28, 1.20)
H (2.18, -6.58, -3.71)
C (-3.32, -2.48, 2.24)
C (-3.87, 0.01, 1.77)
H (5.58, -0.79, 3.30)
H (-4.29, 0.16, -3.75)
H (0.87, 0.11, -1.00)
H (0.47, -2.29, -3.42)
H (-4.08, 0.38, 5.90)
H (5.10, 0.84, 3.68)
H (1.46, 2.37, -0.73)
H (1.95, -4.23, -2.74)
C (-4.62, 0.54, -2.79)
O (-2.94, 5.38, 0.31)
H (-1.66, 5.11, -1.22)
H (-0.24, 3.50, -0.27)
N (-3.95, 0.13, 3.22)
C (0.29, -3.53, -1.62)
H (-5.41, 0.04, 0.11)
H (1.80, -5.40, -5.01)
C (6.79, 2.55, 0.25)
C (1.04, -4.63, -2.30)
H (-3.89, 2.14, 1.23)
C (-2.90, -1.23, 1.45)
H (-2.53, -0.30, 5.49)
H (-2.27, -2.27, 4.12)
H (1.53, 5.04, -1.17)
H (-1.24, -6.14, -1.92)
H (-0.47, 1.05, -0.32)
C (-2.07, 4.49, -0.41)
H (-2.41, -2.97, -5.59)
C (-3.59, -0.53, 5.57)
O (-1.09, -5.26, -5.27)
H (6.19, -0.14, -0.45)
H (5.60, 4.95, 0.10)
H (-3.19, -2.99, -2.69)
H (0.55, 0.02, 0.67)
H (-2.25, -1.65, -4.61)
C (0.56, 0.73, -0.16)
O (-4.60, 1.32, 3.58)
H (-0.24, 3.88, -2.44)
C (-4.11, -1.01, 4.19)
H (4.17, 4.50, 1.24)
C (-3.29, -2.24, 3.75)
H (-2.80, -3.42, 2.08)
O (-5.88, 1.14, -2.90)
H (8.00, 1.15, 1.53)
H (0.58, 4.12, -3.93)
H (-0.38, -3.96, -0.87)
C (-5.61, -1.38, 4.40)
H (-0.39, 4.86, 0.90)
C (0.19, 1.57, 3.49)
O (3.62, 2.13, 2.13)
H (-1.19, 3.32, 1.20)
C (-0.90, 4.03, 0.42)
H (4.39, -1.70, 1.36)
H (7.04, 2.77, 2.89)
H (7.54, 3.34, 0.14)
N (4.67, 1.79, 1.34)
N (-0.50, -4.62, -4.22)
H (0.98, -6.92, -4.79)
H (-2.57, 3.63, -0.86)
C (-0.53, -6.57, -2.63)
H (-1.86, -0.97, 1.62)
H (5.50, 3.59, 3.25)
H (1.01, 5.98, -2.63)
C (-3.46, 1.52, -2.43)
H (-3.70, 2.04, -1.50)
H (2.93, 2.10, 1.46)
H (0.09, -7.33, -2.16)
C (5.74, 0.25, 3.02)
H (-0.86, -1.85, -2.30)
H (4.39, 3.85, -0.30)
O (1.37, 1.87, 0.08)
H (-1.19, -7.09, -3.34)
H (-2.49, 1.02, -2.45)
H (-3.05, -4.57, -3.49)
H (-3.06, -1.49, 0.40)
H (-5.89, 1.62, -3.73)
H (2.54, 5.11, -2.62)
H (-4.25, -2.80, 1.78)
H (1.49, -5.30, -1.57)
C (-0.34, -2.67, -2.79)
O (1.19, 0.54, 3.33)
O (1.47, 2.79, -2.63)
H (-2.40, 1.59, 1.84)
H (-3.74, -3.15, 4.14)
H (2.02, 0.95, 3.06)
H (-0.04, 2.07, 2.55)
C (0.28, -5.48, -3.31)
H (-2.78, 1.17, 0.22)
H (-3.40, 2.29, -3.20)
H (3.31, -0.57, 2.06)
H (6.99, -0.75, 1.01)
H (0.42, 2.41, 4.15)
C (-2.52, -3.82, -2.91)
C (4.97, 4.19, 0.56)
H (6.78, 4.42, 2.39)
H (-3.85, 1.90, 3.72)
H (6.78, 0.51, 3.20)
H (-4.60, -0.35, -2.15)
H (8.23, 1.00, -0.24)
C (5.64, 2.95, 1.20)
C (1.52, 5.09, -2.26)
C (4.11, -0.65, 1.33)
C (7.52, 1.21, 0.56)
H (0.92, -2.87, -1.01)
H (-3.65, -1.30, 6.34)
C (-1.67, -2.51, -4.93)
C (-5.30, -0.18, 1.18)
H (-1.70, -5.86, -4.83)
H (-5.72, -1.16, 1.41)
H (2.24, 2.74, -3.20)



This record from the Open Molecules 2025 dataset describes C35H85N5O15 as an isolated structure. The level of theory is the ωB97M-V functional and the def2-TZVPD basis.

Summary:
Largest force on an atom = 14.696 eV Å⁻¹
Energy = -2785.30037 a.u.
ΔE to the lowest compared entry with this formula, charge and spin = 894.0 kcal/mol
Gap between HOMO and LUMO = 7.332 eV

Positions of all 140 atoms, in Å:
H (-0.86, -2.12, 1.75)
H (2.36, -3.60, 1.70)
N (1.21, -2.04, 2.21)
H (-3.88, -2.20, 6.44)
H (2.57, 1.10, -0.81)
H (2.17, 1.62, -2.93)
O (-0.72, 4.12, -1.15)
C (-0.04, -2.77, 2.04)
C (1.10, 5.18, 0.02)
C (1.37, 2.33, -3.15)
H (1.74, 4.05, 4.95)
H (1.21, -4.21, -0.88)
H (1.25, 2.86, -2.21)
H (0.05, -3.65, 1.39)
H (-4.72, -1.17, 1.94)
C (-1.57, -5.93, 0.23)
C (-3.94, -0.49, 2.28)
H (0.43, 5.65, 0.74)
H (-2.44, -1.80, 3.09)
H (-2.99, -2.91, 5.09)
H (1.37, 3.05, 0.42)
O (3.40, -1.97, 2.45)
O (0.94, -4.82, 1.14)
H (-0.39, -1.29, -5.87)
H (3.91, -2.03, 0.32)
H (0.74, 0.31, -1.94)
H (-0.98, 4.00, 2.08)
C (4.11, 1.45, 3.13)
H (4.25, -0.99, 1.74)
C (-0.18, -2.28, -5.48)
H (1.20, -2.90, -2.37)
H (-1.75, -4.14, -2.21)
H (-6.23, -1.72, -1.50)
C (0.50, 4.79, -1.38)
H (-1.28, 3.39, -3.12)
H (4.46, 2.48, 3.10)
H (2.09, -0.19, 0.17)
H (-1.35, -0.92, 1.29)
H (-1.47, -5.99, 1.31)
H (-0.32, -3.54, -3.06)
C (2.42, -2.56, 2.06)
C (-1.22, 3.09, 1.54)
H (0.29, 0.89, 1.83)
H (1.73, 6.07, -0.02)
H (1.84, -0.99, -2.94)
O (0.97, 1.06, 0.08)
H (-4.05, -4.14, -2.31)
H (1.29, 3.17, 2.83)
H (-4.04, -0.16, -1.07)
C (2.85, 0.58, 0.11)
N (-4.31, -2.28, -1.59)
H (-0.23, 2.74, -0.24)
H (-1.59, 5.01, -2.78)
C (0.28, 0.28, -0.95)
N (1.73, 3.18, -4.33)
O (-1.31, 1.97, 2.37)
H (0.43, 5.61, -2.09)
C (1.92, 2.37, -5.52)
H (1.81, 0.05, 2.23)
H (5.48, -1.36, 0.61)
H (4.86, 0.76, 2.74)
H (1.85, 3.01, -6.40)
C (0.81, 2.41, -0.25)
H (0.03, -4.56, -2.51)
C (-4.06, -1.16, -0.63)
H (1.71, 1.93, 1.09)
H (-3.12, -1.32, -0.12)
H (-0.26, -3.23, 3.00)
C (-2.19, -0.77, 0.60)
H (-1.69, -2.94, -2.41)
H (-2.33, -1.57, 6.11)
O (4.11, -0.06, -0.12)
H (2.00, 1.80, 3.44)
C (2.76, 1.64, 1.15)
C (-5.47, -1.96, -2.25)
C (-0.09, 1.34, 2.75)
H (-2.11, -1.44, -1.91)
H (3.43, 4.49, 1.40)
H (-5.30, -1.10, -2.89)
H (-1.22, -5.78, -2.30)
C (-3.78, -3.49, -1.46)
N (-0.58, -5.15, -0.61)
H (-2.17, 3.27, 1.04)
C (4.41, -1.13, 0.68)
C (-1.49, -2.27, -1.57)
H (1.32, 2.60, -1.20)
O (-3.23, 0.08, 1.22)
C (1.06, -0.65, 2.60)
H (0.03, -1.50, 0.50)
O (1.97, 5.06, -3.10)
H (3.45, 2.46, 0.92)
H (1.10, 1.72, -5.80)
H (0.42, 1.82, -3.29)
O (-0.09, -1.96, -1.61)
H (1.15, 4.12, -1.94)
H (2.66, 3.10, 2.08)
H (-0.32, 0.41, 3.28)
H (2.85, 1.82, -5.67)
O (2.90, 1.22, 2.52)
H (1.95, 2.46, 5.88)
O (-3.85, -1.08, 4.66)
C (2.02, 4.48, -4.21)
H (-1.54, -6.94, -0.19)
H (0.80, 3.81, 6.31)
H (-4.41, 0.43, 2.63)
H (0.10, -0.26, 2.27)
H (3.96, 1.24, 4.19)
C (0.38, -1.22, -0.49)
H (-5.92, -2.76, -2.85)
C (1.34, -0.99, -3.92)
H (-1.72, -0.27, -0.25)
C (1.28, 3.24, 5.51)
H (0.36, -2.90, -6.19)
C (-0.90, -4.78, -1.98)
H (-2.67, -1.74, 0.44)
O (1.46, -0.02, -4.71)
C (1.01, 2.26, 3.36)
C (-3.01, -0.93, 3.44)
O (1.54, 4.02, 0.66)
C (-1.62, 4.02, -2.31)
O (-2.89, -3.78, -0.72)
H (-0.76, 0.52, -1.16)
H (-1.08, -2.81, -5.16)
H (1.02, -4.07, -3.86)
C (0.63, -4.71, -0.09)
H (2.23, 4.80, 2.55)
H (1.46, -1.38, -0.51)
C (-3.21, -1.98, 5.61)
C (2.46, 4.12, 1.73)
H (-1.82, -2.78, -0.66)
O (0.42, 2.66, 4.61)
H (-0.51, 2.89, 0.73)
H (1.16, -0.54, 3.68)
H (-4.88, -0.99, 0.08)
C (0.69, -3.21, -3.28)
N (0.60, -2.10, -4.24)
H (-2.53, -5.44, 0.08)
H (-2.63, 3.69, -2.09)
H (2.26, 4.96, -5.17)
H (-2.23, -0.23, 3.72)



This record from the Open Molecules 2025 dataset describes a 11-piece molecular cluster, C35H91N3O33P6 overall. The level of theory is the ωB97M-V functional and the def2-TZVPD basis.

Summary:
Largest force on an atom = 3.756 eV Å⁻¹
SMILES = COP(=O)(OC)OC.COP(=O)(OC)OC.COP(=O)(OC)OC.COP(=O)(OC)OC.COP(=O)(OC)OC.COP(=O)(OC)OC.CCOC(=O)OC.CCOC(=O)OC.CNC(C)=O.CNC(C)=O.CNC(C)=O
Energy = -6084.08715 a.u.
ΔE to the lowest compared entry with this formula, charge and spin = 0.0 kcal/mol
Gap between HOMO and LUMO = 9.364 eV

Positions of all 168 atoms, in Å:
H (-3.50, -1.53, -3.43)
N (-5.71, -1.29, 1.50)
O (-1.23, 1.25, 1.25)
H (5.28, 1.85, 1.74)
O (0.47, 6.64, 1.21)
H (-3.25, 3.95, 4.20)
H (2.61, 2.96, -1.04)
C (2.69, 3.40, -4.85)
H (-1.40, 2.82, -0.19)
N (4.28, 2.22, -3.40)
O (6.20, 0.06, 1.11)
C (-5.16, -2.92, -3.40)
H (2.33, -1.28, 3.04)
C (-1.67, 1.75, -0.08)
C (7.37, -1.83, -0.88)
O (3.86, 3.72, 3.51)
H (1.76, 3.02, 0.50)
P (-2.26, 1.24, 2.47)
H (-0.76, 5.40, 2.15)
H (-5.01, -5.31, -1.66)
H (2.38, 2.45, 4.07)
C (2.51, 3.40, 3.59)
H (1.85, -3.56, -6.89)
C (-0.61, 8.31, -2.06)
C (-6.82, -0.62, 1.94)
O (0.83, -0.80, -0.29)
H (-1.42, -2.71, 1.45)
O (0.72, -3.40, -5.12)
H (3.28, 2.10, 0.29)
H (-3.50, -2.64, -2.07)
H (-8.34, -2.69, -3.41)
C (-0.41, 0.96, 4.41)
P (0.59, -3.36, -3.52)
H (1.83, -3.00, 5.64)
H (4.58, 0.26, 2.34)
H (3.53, -1.89, 4.20)
C (1.77, -3.97, -5.88)
O (-4.81, -3.98, -3.99)
C (2.86, 5.94, -1.15)
H (0.69, -0.54, -2.60)
O (5.77, 5.30, 2.85)
H (0.38, 8.23, -2.49)
H (-1.61, -5.87, -3.67)
O (5.35, 1.40, -1.01)
O (-3.57, 0.76, 2.10)
H (-7.64, 1.27, 2.69)
H (0.51, 0.63, 3.95)
O (-4.24, -5.85, 2.19)
C (3.73, -1.23, -1.65)
H (4.54, 1.33, -3.01)
P (0.90, 7.43, -0.08)
H (8.23, -1.76, -0.22)
H (-6.24, -6.65, -1.45)
H (-1.62, -2.17, -0.16)
C (-5.84, -2.53, 0.70)
C (3.07, 2.29, -3.94)
C (1.42, 0.29, 0.36)
H (3.06, -0.43, -1.95)
C (2.89, 6.76, 3.46)
H (1.87, 4.14, 4.06)
H (2.22, 2.97, -5.70)
O (-0.15, -4.70, -3.14)
H (-4.25, 3.02, 3.19)
H (2.86, 4.90, -1.47)
O (1.49, 6.29, -1.01)
H (-3.61, -3.87, 2.61)
O (-1.53, 0.41, 3.65)
H (0.67, -2.85, -0.13)
H (-5.30, -4.31, 2.98)
H (2.16, 7.46, 3.09)
C (2.54, -1.51, 4.12)
O (3.35, 5.96, 2.33)
C (2.36, 2.40, -0.15)
H (-0.44, 2.06, 4.43)
H (2.50, -0.58, 4.69)
C (-3.32, 3.59, 3.21)
C (-4.10, -2.02, -2.73)
H (-1.08, 1.19, -0.79)
H (3.69, 7.34, 3.93)
C (-0.05, -0.76, -3.37)
C (-2.66, -7.90, 0.02)
O (-3.04, -4.92, -0.02)
H (-1.01, 5.55, 0.31)
H (-2.74, 1.52, -0.26)
P (-4.08, -5.82, 0.62)
H (7.73, -2.30, -1.82)
C (-4.26, -4.65, 2.98)
H (-0.56, 0.50, 5.43)
O (-0.52, -3.91, 3.68)
C (5.58, 4.37, 0.21)
H (-2.13, -4.21, -3.89)
H (-6.67, -4.87, -1.36)
H (3.46, 4.17, -5.14)
C (5.53, 0.80, 2.07)
H (-0.92, -4.96, 1.51)
H (3.33, 6.57, -1.94)
O (4.36, -0.81, -0.41)
H (-3.40, 4.43, 2.53)
H (0.02, -6.43, 1.12)
H (5.44, 5.36, -0.26)
H (-4.80, -0.86, 1.77)
C (5.38, 3.14, -3.62)
O (2.35, 1.31, -3.80)
C (1.57, -2.53, 4.66)
H (3.23, -2.19, -1.49)
O (-5.59, -5.53, 0.21)
H (-0.74, -6.32, 2.73)
H (-6.47, 0.48, 3.64)
C (-6.74, 0.70, 2.61)
C (-1.08, -1.98, 0.77)
C (-1.64, -4.93, -3.24)
O (1.72, -3.60, 3.69)
H (2.72, -3.87, -5.37)
H (0.96, -2.03, 1.43)
O (1.92, -3.28, -2.90)
C (0.62, -4.17, 3.32)
O (1.61, 1.25, -0.50)
O (-7.95, -1.17, 1.79)
H (4.50, -1.42, -2.42)
O (-3.97, -7.36, 0.26)
H (5.67, 3.60, -0.52)
H (6.10, 0.92, 2.98)
H (-7.63, -2.73, -5.03)
O (4.45, 4.13, 1.09)
H (-2.06, -7.21, -0.54)
H (2.12, 3.32, 2.54)
H (-0.94, -0.10, -3.20)
C (-5.90, -5.61, -1.19)
C (0.39, -1.96, 0.52)
H (-1.49, -1.04, 1.13)
C (-7.50, -3.06, -3.97)
H (1.90, 3.98, -4.40)
O (-0.53, 7.76, -0.74)
H (-7.39, -4.13, -4.03)
O (1.79, 8.59, 0.13)
H (0.32, 4.62, 0.94)
H (-4.05, -4.93, 4.02)
P (4.45, 4.83, 2.48)
H (-1.32, 7.71, -2.61)
H (-6.42, -2.36, -0.21)
H (-2.14, -8.07, 0.94)
H (-4.69, -1.35, -2.08)
O (6.80, -0.55, -1.26)
H (5.62, 3.13, -4.69)
H (6.53, 4.37, 0.77)
O (0.91, -5.23, 2.49)
H (5.10, 4.18, -3.34)
P (5.65, 0.10, -0.39)
O (-2.18, 2.77, 2.99)
H (-4.86, -2.79, 0.42)
H (2.40, 6.08, 4.12)
H (0.57, -2.11, 4.69)
H (0.44, -0.61, -4.33)
H (-6.58, -1.62, -2.69)
H (-1.96, -4.82, -2.20)
H (-2.78, -8.83, -0.48)
O (-0.43, -2.14, -3.25)
H (6.29, 2.87, -3.07)
H (-6.42, -3.32, 1.16)
C (-0.28, -5.78, 1.91)
H (-1.02, 9.34, -2.04)
O (1.70, 0.38, 1.51)
H (-5.96, 1.27, 2.14)
C (-0.32, 5.45, 1.15)
H (1.61, -5.05, -6.00)
H (6.59, -2.49, -0.47)
N (-6.38, -2.43, -3.31)
H (3.40, 6.06, -0.19)